# 1
This record from OMol25 describes a structure of composition C3H11O8PPd at a distorted geometry. The level of theory is ωB97M-V with the def2-TZVPD basis set.

Calculated values
* LUMO energy (alpha / beta): 0.178 / 0.178 Eh
* E_HOMO (alpha / beta): 0.987 / 1.086 eV
* expectation value of S²: 2.008
* F_max: 0.04471 hartree/bohr
* total charge: -2
* orbital gap (alpha / beta): 0.142 / 0.138 Eh
* 2S+1: 3

Last column: natural (NBO) charge in e.
Atoms and positions in Å:
Pd (-0.73403, -0.43859, 0.15096)  1.157
O (-1.49255, -2.44334, -0.12682)  -1.273
H (-1.45560, -3.36156, -0.42157)  0.413
P (-3.16125, 0.57410, 1.01999)  2.463
O (-3.52177, 1.79173, 1.87062)  -1.262
O (-2.04660, -0.28727, 1.82166)  -1.115
O (-2.30783, 0.87791, -0.30232)  -1.187
O (-4.30330, -0.40359, 0.76008)  -1.242
C (2.27302, 0.07966, 0.89368)  -0.077
C (1.52284, 1.24347, 1.51773)  -0.078
O (0.33318, 1.48400, 0.79517)  -0.713
O (1.41228, -1.03962, 0.80358)  -0.695
H (3.09680, -0.17501, 1.58036)  0.145
H (2.73299, 0.31403, -0.07440)  0.153
H (2.15578, 2.14363, 1.48267)  0.143
H (1.32682, 1.00406, 2.56799)  0.181
H (-0.21289, 2.15476, 1.22174)  0.519
H (1.93005, -1.78001, 0.47845)  0.475
C (0.41781, 0.05999, -2.73261)  -0.253
O (0.27507, -1.09900, -1.92672)  -0.708
H (1.44230, 0.15840, -3.14781)  0.116
H (-0.25007, 0.05516, -3.59840)  0.160
H (0.25545, 0.93747, -2.11216)  0.215
H (0.31149, -1.85036, -2.52188)  0.466

=====

# 2
This record from OMol25 describes a cluster of 2 separate species, C3H11OPSi in total at a distorted geometry. The level of theory is ωB97M-V with the def2-TZVPD basis set.

Calculated values
* LUMO energy (alpha / beta): 0.003 / -0.045 Eh
* E_HOMO (alpha / beta): -8.854 / -6.474 eV
* F_max: 0.09628 hartree/bohr
* energy relative to the best compared isomer or geometry (same formula, charge and spin): 4.769 eV
* orbital gap (alpha / beta): 0.328 / 0.193 Eh

Last column: natural (NBO) charge in e.
Atoms and positions in Å:
C (-1.30031, -1.44852, -0.33886)  -0.215
C (1.30147, 1.24198, -1.04606)  -1.142
C (2.43567, -0.95512, 1.05006)  -1.172
O (-0.13922, -1.24615, 0.23794)  -0.885
Si (0.98949, -0.05027, 0.43089)  1.465
P (-3.29149, 1.49155, 0.13354)  0.121
H (-1.32894, -0.76913, -1.22555)  0.163
H (-2.18100, -1.14530, 0.32990)  0.156
H (-1.61149, -2.54968, -0.55193)  0.171
H (2.24608, 1.67567, -0.72191)  0.229
H (1.58767, 0.70133, -1.99672)  0.228
H (0.61014, 2.11331, -1.45232)  0.261
H (2.89723, -0.39752, 1.73950)  0.239
H (2.17738, -1.83712, 1.60512)  0.266
H (3.21626, -0.91312, 0.22681)  0.242
H (-4.57471, 1.86649, 0.31851)  -0.068
H (-3.03421, 2.22161, 1.26109)  -0.060